No. 1
Formula: C4H10N2O
Source: the Open Molecules 2025 dataset
Level of theory: ωB97M-V with the def2-TZVPD basis set

```
17
Properties=species:S:1:pos:R:3
C 0.7155 -0.3073 0.4655
C 0.4840 -1.8766 0.6273
C -0.8601 -2.2218 1.2190
O -1.6218 -1.3627 1.7404
N 0.2107 0.1721 -0.8254
C 0.4376 1.5348 -1.1838
N -0.9369 2.1938 -1.1648
H 0.2080 0.0687 1.4518
H 1.7876 -0.2501 0.5166
H 1.2735 -2.2256 1.3361
H 0.3583 -2.1744 -0.4166
H -1.3777 -3.1711 0.9819
H -0.7488 0.2390 -0.6695
H 0.9897 1.7152 -2.1453
H 1.0113 2.1668 -0.4229
H -1.1765 2.2983 -0.1973
H -0.7543 3.2008 -1.3132
```

Output
* SMILES: NCNCCC=O
* ΔE to the lowest compared entry with this formula, charge and spin: 317.8 kJ/mol
* Kohn-Sham gap: 10.2 eV
* maximum force: 0.091 Eh/bohr
* spin multiplicity: 1
* E_tot: -343.08040 Ha

***

No. 2
Formula: C2H5N2O2
Source: the Open Molecules 2025 dataset
Level of theory: ωB97M-V with the def2-TZVPD basis set

```
11
Properties=species:S:1:pos:R:3
C 0.8140 0.7876 -0.0235
C -0.0979 -0.9598 -0.5492
N 1.4412 1.9227 0.1861
N -1.5263 -1.4134 0.0633
O 1.0440 -0.2694 0.6293
O -0.0829 0.4218 -0.9031
H 2.4038 1.7128 0.5148
H 1.5273 2.5870 -0.5569
H -2.0977 -2.1098 -0.5276
H -2.0936 -0.6287 0.2815
H -1.3319 -2.0506 0.8853
```

Output
* charge: +1
* ΔE to the lowest compared entry with this formula, charge and spin: 236.7 kJ/mol
* Kohn-Sham gap: 10.0 eV
* maximum force: 0.055 Eh/bohr
* spin multiplicity: 1
* E_tot: -338.81713 Ha

***

No. 3
Formula: C22H12BI2N2O5S2Zn
Source: the Open Molecules 2025 dataset
Level of theory: ωB97M-V with the def2-TZVPD basis set

```
47
Properties=species:S:1:pos:R:3
Zn 0.0321 0.3308 0.1924
I 3.8273 -1.4714 3.1186
C 1.7655 -1.7304 3.4135
C 1.2980 -2.5671 4.4191
C -0.0541 -2.7205 4.6105
I -0.6800 -4.0095 6.1649
C -0.9896 -2.0630 3.7899
C -2.3939 -2.1765 3.8920
C -3.1988 -1.5275 2.9971
C -2.6144 -0.7395 1.9944
N -1.3183 -0.5843 1.8921
C -0.4962 -1.2215 2.7519
C 0.9259 -1.0093 2.5451
O 1.3678 -0.2288 1.6407
H 1.9994 -3.0979 5.0470
H -2.8237 -2.7762 4.6832
H -4.2756 -1.6165 3.0528
H -3.2228 -0.2246 1.2589
O -1.4060 -1.8932 -1.3323
B -0.2039 -1.1779 -1.1415
O 0.7858 -1.7886 -1.9261
C 0.2090 -2.8464 -2.5621
C 0.7656 -3.7685 -3.4221
C -0.0739 -4.7675 -3.9110
C -1.4140 -4.8314 -3.5484
C -1.9719 -3.8957 -2.6793
C -1.1354 -2.9121 -2.1987
H 1.8065 -3.7120 -3.7115
H 0.3294 -5.5154 -4.5822
H -2.0366 -5.6244 -3.9432
H -3.0155 -3.9301 -2.3952
O 0.6179 2.6007 -3.5500
S 1.4460 2.7436 -2.3826
O 2.7963 2.2682 -2.4681
N 0.6663 2.1511 -1.0538
C 0.2829 3.1105 -0.2393
S -0.5889 2.7653 1.1454
C 0.7050 4.4737 -0.6412
C 0.5167 5.6688 0.0327
C 1.0554 6.8231 -0.5194
C 1.7652 6.7824 -1.7155
C 1.9510 5.5825 -2.3931
C 1.4090 4.4472 -1.8332
H -0.0329 5.6830 0.9645
H 0.9332 7.7708 -0.0101
H 2.1848 7.6925 -2.1250
H 2.5043 5.5339 -3.3219
```

Output
* charge: -1
* ΔE to the lowest compared entry with this formula, charge and spin: 64.1 kJ/mol
* Kohn-Sham gap: 6.9 eV
* maximum force: 0.013 Eh/bohr
* spin multiplicity: 1
* E_tot: -4527.45212 Ha